4 unconnected molecules or ions with the total composition C24H60N4O8 at a distorted geometry, computed with wB97M-V/def2-TZVPD.

Each line ends with the Löwdin charge.
CARTESIAN COORDINATES (ANGSTROEM)
C  3.57773  5.66065  -8.92662  -0.1374
O  2.75162  4.52031  -9.00259  -0.2053
C  3.39044  3.22108  -8.78878  -0.1721
C  3.67593  2.74527  -7.30386  -0.1892
N  2.33871  2.96074  -6.70102  -0.0785
C  2.37983  3.42476  -5.27063  -0.1895
C  2.94513  2.39750  -4.31831  -0.2574
O  4.33640  2.41456  -4.31170  -0.2347
C  5.01489  1.36939  -3.63951  -0.1431
H  2.97293  6.53674  -9.16067  0.0877
H  4.55737  5.59103  -9.39946  0.0814
H  3.95186  5.93935  -7.94150  0.0711
H  4.33674  3.21352  -9.32966  0.1056
H  2.68756  2.50052  -9.20695  0.1167
H  4.33337  3.44249  -6.78447  0.0986
H  4.02432  1.72726  -7.12961  0.1111
H  2.13133  3.79185  -7.23613  0.0617
H  1.35369  3.64053  -4.97301  0.1035
H  2.80834  4.42274  -5.36295  0.1112
H  2.73474  1.39307  -4.68569  0.1132
H  2.60991  2.38172  -3.28125  0.1103
H  4.73348  1.23767  -2.59474  0.0675
H  6.04331  1.72611  -3.69623  0.0824
H  4.83647  0.45126  -4.19925  0.0757
C  3.51148  -4.79313  1.92990  -0.1765
O  2.17467  -4.49615  1.65826  -0.2365
C  1.67040  -4.78496  0.30034  -0.1781
C  0.14256  -5.12302  0.30607  -0.2243
N  -0.33796  -6.17934  1.22093  -0.0483
C  -0.82004  -5.47229  2.44988  -0.2091
C  -1.21050  -6.35321  3.65733  -0.2431
O  -0.22691  -7.26907  4.03068  -0.1922
C  0.89949  -6.70578  4.81898  -0.0624
H  4.14161  -3.98821  1.55157  0.0653
H  3.87189  -5.75288  1.55964  0.0785
H  3.61291  -4.67635  3.00887  0.0720
H  2.22373  -5.62989  -0.10954  0.1044
H  1.72452  -3.92159  -0.36281  0.0861
H  -0.08248  -5.55072  -0.67093  0.1012
H  -0.45896  -4.24891  0.55546  0.0922
H  0.40938  -6.82762  1.42418  0.0944
H  -1.61290  -4.76235  2.21437  0.1128
H  -0.01075  -4.85019  2.83219  0.0710
H  -2.10829  -6.94062  3.46489  0.1156
H  -1.42343  -5.64539  4.45841  0.1026
H  1.33483  -7.57279  5.31585  0.0788
H  0.65820  -6.01759  5.62909  0.0742
H  1.54369  -6.09899  4.18266  0.0672
C  -7.66650  4.80807  0.54168  -0.0972
O  -6.78302  5.93223  0.78915  -0.2156
C  -5.54329  5.60565  1.40695  -0.2099
C  -4.67411  4.61694  0.59019  -0.2081
N  -4.82799  3.18860  0.89433  -0.0891
C  -3.92848  2.22644  0.29237  -0.2226
C  -4.18346  0.75898  0.77534  -0.2563
O  -4.20125  0.78355  2.17536  -0.2203
C  -4.43871  -0.52447  2.81976  -0.0769
H  -8.20750  4.68520  1.47994  0.0778
H  -7.18239  3.84408  0.38523  0.0643
H  -8.29818  4.97041  -0.33166  0.0803
H  -5.69911  5.39302  2.46459  0.1171
H  -5.05383  6.57272  1.29159  0.1140
H  -3.62497  4.85180  0.76970  0.0997
H  -4.75785  4.90047  -0.45895  0.1170
H  -5.21571  2.96075  1.79868  0.1071
H  -2.88689  2.46259  0.51012  0.0957
H  -3.99354  2.31416  -0.79214  0.1041
H  -3.42818  0.03247  0.47563  0.0939
H  -5.13790  0.41296  0.37857  0.1075
H  -4.43231  -0.17230  3.85128  0.0816
H  -3.56186  -1.14849  2.64700  0.0617
H  -5.34304  -1.07573  2.56210  0.0791
C  3.14471  2.16081  0.39735  -0.2046
O  2.22082  1.09490  0.56694  -0.2173
C  2.51924  0.58534  1.90031  -0.2621
C  1.71569  -0.61569  2.40867  -0.2260
N  0.38211  -0.17201  2.80354  -0.0608
C  -0.59279  -1.14705  3.09475  -0.2531
C  -0.17359  -2.15839  4.12376  -0.2401
O  -1.21518  -2.90956  4.68329  -0.1926
C  -1.78190  -2.20993  5.78932  -0.1184
H  4.21102  1.97794  0.53024  0.0690
H  2.90086  2.93075  1.12934  0.0751
H  3.06595  2.48378  -0.64072  0.0684
H  2.29533  1.35006  2.64407  0.1162
H  3.52098  0.16121  1.83146  0.1025
H  2.30580  -1.03739  3.22235  0.1127
H  1.65798  -1.27150  1.53995  0.1154
H  0.07861  0.19901  1.91453  0.1027
H  -1.05151  -1.52662  2.18174  0.1107
H  -1.45223  -0.62110  3.51050  0.0975
H  0.53783  -1.76397  4.84931  0.1270
H  0.27804  -3.02082  3.63350  0.1038
H  -1.97595  -1.15909  5.57441  0.0742
H  -1.00741  -2.14263  6.55335  0.0764
H  -2.66756  -2.63724  6.25955  0.0824

Properties
Multiplicity: 2
Charge: -1
Max |F|, eV/Å: 2.7
Gap between HOMO and LUMO (alpha / beta), eV: 1.4974 / 8.5484
Energy, eV: -48191.2599
Expectation value of S²: 0.751